1.
ORCA calculation (ωB97M-V with the def2-TZVPD basis set) on a 2-piece molecular cluster, C7H17OSi overall at a distorted geometry.

Each line ends with the Mulliken charge.
Cartesian coordinates (Å):
C (2.8286, -1.1630, -0.9290)  -0.37
C (-1.9153, 0.3472, 0.8358)  -0.48
C (-2.0042, -1.4389, -0.9784)  -1.12
C (-0.6209, -1.8437, 0.9897)  -1.52
C (-0.5733, 1.6391, -1.5739)  -0.75
C (0.2603, 2.5614, 1.5404)  -0.91
C (-1.5492, -0.8966, 0.1680)  0.65
O (2.9055, -0.1811, 0.0655)  -0.47
Si (-0.6595, 1.5744, 0.2273)  0.39
H (3.2939, -2.1178, -0.6004)  0.32
H (3.4161, -0.7547, -1.8184)  0.23
H (-2.1160, 0.3215, 1.9469)  0.48
H (1.6487, -1.2101, -1.1102)  0.02
H (-2.9410, 0.6465, 0.4094)  0.35
H (-2.8326, -1.0855, -1.5880)  0.36
H (-1.5796, -2.3539, -1.2608)  0.31
H (3.6423, -0.3089, 0.6958)  0.29
H (0.3393, -1.3975, 1.2857)  0.31
H (-1.2612, -2.1225, 1.7998)  0.44
H (-0.4161, -2.7775, 0.5056)  0.42
H (0.5520, 1.5628, -1.8620)  0.31
H (-1.0892, 0.6222, -1.8697)  0.24
H (-0.9151, 2.4622, -2.2321)  0.42
H (0.8760, 1.6513, 1.7854)  0.32
H (0.9894, 3.2219, 1.1371)  0.40
H (-0.2789, 3.0410, 2.4306)  0.35

The charge is +1. The value obtained for the orbital gap is 8.09 eV. For the total energy, the calculation gives -641.29802 Ha.


2.
ORCA calculation (ωB97M-V with the def2-TZVPD basis set) on a 4-piece molecular cluster, C5H18N4O4 overall at a distorted geometry.

Each line ends with the Mulliken charge.
Cartesian coordinates (Å):
N (2.0940, -0.9586, 0.2954)  -0.20
C (3.0320, -0.3709, 1.0952)  0.50
N (2.7863, 0.9326, 1.4045)  -0.27
O (4.0627, -0.9526, 1.4517)  -0.70
H (2.1091, -1.9517, 0.1804)  0.18
H (1.3442, -0.4374, -0.1293)  0.15
H (3.4289, 1.3595, 2.0433)  0.20
H (1.9119, 1.3963, 1.1759)  0.26
N (0.7255, -0.9241, -3.8046)  -0.43
C (0.0395, -0.0855, -2.9588)  0.63
N (-0.3228, 1.1050, -3.4855)  -0.38
O (-0.1401, -0.3777, -1.7758)  -0.63
H (1.1310, -1.7564, -3.4194)  0.22
H (0.9455, -0.7223, -4.7585)  0.15
H (-0.7487, 1.7937, -2.8975)  0.22
H (0.0018, 1.3188, -4.4068)  0.17
C (-0.9529, -0.0380, 2.5560)  -1.25
C (-1.6451, -0.3337, 1.2290)  1.03
C (-2.7208, -1.4205, 1.3380)  -1.71
O (-2.1187, 0.8826, 0.5925)  -0.66
H (0.0985, -0.3145, 2.4862)  0.27
H (-1.4323, -0.6123, 3.3460)  0.42
H (-1.0207, 1.0204, 2.8033)  0.37
H (-1.0202, -0.7957, 0.4562)  0.06
H (-2.2103, -2.3273, 1.6562)  0.40
H (-3.1713, -1.6162, 0.3563)  0.44
H (-3.6014, -1.1749, 1.9397)  0.39
H (-2.7565, 0.5942, -0.0678)  0.29
O (0.3283, 2.3338, 0.7048)  -0.73
H (-0.4374, 1.7231, 0.7703)  0.32
H (0.2603, 2.7106, -0.1770)  0.27

The SMILES is NC(N)=O.NC(N)=O.CC(C)O.O. The value obtained for the orbital gap is 9.30 eV. For the total energy, the calculation gives -721.36720 Ha.


3.
ORCA calculation (ωB97M-V with the def2-TZVPD basis set) on a 2-piece molecular cluster, C3H5P overall at a distorted geometry.

Each line ends with the Mulliken charge.
Cartesian coordinates (Å):
C (-0.7015, -0.4993, 1.6750)  -0.30
C (-0.1393, -1.0904, 0.6692)  -0.44
C (0.6760, 0.7180, -0.9739)  -0.26
P (-0.0511, 0.6081, -2.4203)  -0.18
H (-1.1810, -1.0345, 2.4947)  0.25
H (-0.7380, 0.5748, 1.7794)  0.24
H (0.0019, -2.0781, 0.2984)  0.31
H (1.4704, 1.1656, -0.4227)  0.37
H (0.6626, 1.6358, -3.0997)  0.01

The value obtained for the orbital gap (alpha / beta) is 8.64 / 8.74 eV. For the total energy, the calculation gives -458.43446 Ha.


4.
ORCA calculation (ωB97M-V with the def2-TZVPD basis set) on a 2-piece molecular cluster, C7H12O overall at a distorted geometry.

Each line ends with the Mulliken charge.
Cartesian coordinates (Å):
C (-3.0301, -0.4250, 0.7416)  -0.39
C (-2.3965, -0.5862, -0.3655)  -0.33
C (-0.1437, 0.5527, 0.1451)  0.06
C (1.0647, -0.2424, 0.2346)  1.51
C (-0.3440, 1.9193, -0.4645)  -1.33
C (0.9516, -1.8222, 0.0366)  -1.43
C (2.3759, 0.3426, -0.0563)  -1.53
O (0.3366, 0.2480, 1.3714)  -0.51
H (-4.0425, -0.8790, 0.9755)  0.26
H (-2.3608, 0.0091, 1.5238)  0.22
H (-2.4190, -0.9246, -1.4345)  0.28
H (-1.1994, 2.3664, -0.1081)  0.36
H (-0.3819, 1.8111, -1.6457)  0.27
H (0.5433, 2.6012, -0.4857)  0.37
H (1.9108, -2.3365, 0.4442)  0.31
H (1.0062, -1.9933, -1.0906)  0.29
H (0.0883, -2.2289, 0.4052)  0.49
H (2.8031, -0.0707, -0.9236)  0.34
H (3.0103, 0.2192, 0.7370)  0.40
H (2.2272, 1.4394, -0.0405)  0.37

The value obtained for the orbital gap (alpha / beta) is 8.62 / 8.46 eV. For the total energy, the calculation gives -348.92253 Ha.


5.
ORCA calculation (ωB97M-V with the def2-TZVPD basis set) on C15H34FN2O14PS as an isolated structure at a distorted geometry.

Each line ends with the Mulliken charge.
Cartesian coordinates (Å):
N (2.0797, -0.2512, -2.8546)  -0.62
C (0.7360, -0.8341, -2.6467)  -0.42
C (-0.3060, 0.0557, -3.3218)  -0.75
C (-1.7294, -0.0619, -2.7781)  -0.85
N (-2.6185, -1.0531, -3.5104)  -0.13
P (-4.1358, -1.0234, -2.6140)  0.86
O (-3.9992, -1.6729, -1.3449)  -0.55
O (-4.5548, 0.4922, -2.4140)  -0.49
O (-5.2813, -1.6371, -3.5175)  -0.51
S (-2.0720, -2.6380, -3.4042)  1.27
O (-3.1491, -3.5313, -3.4779)  -0.63
O (-1.1291, -2.8187, -4.4278)  -0.59
F (-1.4214, -2.8139, -2.0229)  -0.17
H (2.6451, -0.4606, -2.0387)  0.17
H (2.5107, -0.7736, -3.6097)  0.27
H (0.5307, -0.9478, -1.5834)  0.39
H (0.7084, -1.8451, -3.0489)  0.29
H (0.0106, 1.0817, -3.1395)  0.35
H (-0.3011, -0.0653, -4.4037)  0.25
H (-2.2005, 0.9049, -2.9232)  0.67
H (-1.7771, -0.2615, -1.7069)  0.51
H (-5.2413, 0.7301, -3.0579)  0.33
H (-4.9465, -1.8039, -4.4168)  0.37
C (3.9767, -1.7343, 4.5912)  -1.10
C (3.0193, -1.8487, 3.4243)  -0.09
O (3.4126, -0.9891, 2.3419)  -0.37
C (4.4019, -1.4468, 1.5779)  0.78
O (4.9698, -2.5008, 1.6999)  -0.55
O (4.6639, -0.5242, 0.6458)  -0.35
C (5.7563, -0.8546, -0.2136)  -0.71
H (4.0865, -0.6918, 4.8933)  0.30
H (3.6146, -2.3139, 5.4400)  0.33
H (4.9674, -2.0995, 4.3216)  0.32
H (2.0278, -1.5181, 3.7277)  0.24
H (2.9282, -2.8783, 3.0807)  0.30
H (5.6239, -1.8408, -0.6538)  0.31
H (6.6949, -0.8072, 0.3362)  0.35
H (5.7741, -0.1147, -1.0095)  0.23
C (1.7294, 6.1267, -5.3946)  -1.11
C (0.9150, 4.8550, -5.4995)  -0.23
O (0.4092, 4.4496, -4.2191)  -0.32
C (-0.6683, 5.1087, -3.7950)  0.75
O (-1.2457, 5.9833, -4.3864)  -0.56
O (-0.9900, 4.6452, -2.5833)  -0.31
C (-2.0875, 5.3269, -1.9721)  -0.68
H (2.5135, 6.0159, -4.6447)  0.29
H (2.1875, 6.3675, -6.3538)  0.36
H (1.1056, 6.9666, -5.0907)  0.31
H (1.5473, 4.0382, -5.8427)  0.32
H (0.0992, 4.9599, -6.2142)  0.31
H (-2.9513, 5.3535, -2.6328)  0.30
H (-1.7928, 6.3372, -1.6927)  0.31
H (-2.3447, 4.7716, -1.0744)  0.23
C (-3.3459, -1.7446, 4.6586)  -1.09
C (-2.5924, -0.9623, 5.7134)  -0.16
O (-2.4292, -1.7263, 6.9182)  -0.35
C (-1.4538, -2.6329, 6.8924)  0.79
O (-0.7069, -2.8488, 5.9726)  -0.56
O (-1.4574, -3.2773, 8.0613)  -0.34
C (-0.5052, -4.3393, 8.1485)  -0.61
H (-4.2922, -2.1102, 5.0592)  0.30
H (-3.5471, -1.1197, 3.7888)  0.36
H (-2.7743, -2.6130, 4.3328)  0.30
H (-3.1606, -0.0778, 5.9958)  0.29
H (-1.6242, -0.6239, 5.3452)  0.28
H (0.4928, -3.9948, 7.8868)  0.27
H (-0.8025, -5.1637, 7.5021)  0.29
H (-0.5036, -4.6795, 9.1801)  0.22

The value obtained for the orbital gap is 9.71 eV. For the total energy, the calculation gives -2594.34015 Ha.


6.
ORCA calculation (ωB97M-V with the def2-TZVPD basis set) on a 2-piece molecular cluster, C6H15NS overall at a distorted geometry.

Each line ends with the Mulliken charge.
Cartesian coordinates (Å):
C (-0.6079, 0.1510, -1.2006)  -0.64
N (0.1578, 0.5379, 0.0840)  -0.32
C (-0.4639, -0.1603, 1.2089)  -0.47
C (0.0600, 0.4431, 2.5470)  -0.66
S (-0.5344, -0.4126, 3.9062)  -0.20
C (-0.1828, -1.7024, 1.3023)  -0.97
C (-0.0460, 0.9571, -2.3308)  -0.47
C (1.4721, 0.6427, -2.5435)  -1.08
H (-1.6324, 0.4811, -1.0015)  0.32
H (-0.6358, -0.9148, -1.5000)  0.24
H (1.1519, 0.2721, -0.0387)  0.27
H (-1.4663, 0.0599, 1.0741)  0.55
H (-0.3145, 1.4968, 2.6375)  0.33
H (1.1567, 0.5274, 2.6382)  0.36
H (-2.1229, -0.2431, 2.5499)  0.15
H (-0.3796, -2.2038, 0.3528)  0.40
H (-0.9495, -2.0548, 2.0449)  0.33
H (0.7877, -2.0133, 1.6959)  0.28
H (-0.6333, 0.5782, -3.2015)  0.31
H (-0.2668, 2.0259, -2.2282)  0.36
H (1.4194, -0.4167, -2.8383)  0.28
H (2.1899, 0.7686, -1.7283)  0.31
H (1.8405, 1.1800, -3.4301)  0.33

The value obtained for the orbital gap is 7.52 eV. For the total energy, the calculation gives -690.39592 Ha.


7.
ORCA calculation (ωB97M-V with the def2-TZVPD basis set) on a 11-piece molecular cluster, C5H33N2O11 overall at a distorted geometry.

Each line ends with the Mulliken charge.
Cartesian coordinates (Å):
C (-2.2662, -0.7640, -2.8168)  -0.83
N (-0.9727, -1.4837, -2.8484)  -0.54
C (0.0842, -0.5729, -2.3890)  0.38
C (1.4373, -1.1622, -2.7658)  -1.40
C (2.6645, -0.3010, -2.5164)  -0.41
N (2.2640, 1.1683, -2.4666)  -0.58
C (0.0116, -0.1106, -0.8836)  0.31
O (-0.8339, -0.9278, -0.1216)  -0.24
H (-2.3083, -0.0345, -1.9973)  0.17
H (-3.1051, -1.4467, -2.7851)  0.34
H (-2.1830, -0.1043, -3.6917)  0.36
H (-1.0393, -2.2596, -2.1923)  0.39
H (-0.1058, 0.3318, -2.9776)  0.62
H (1.3257, -1.4719, -3.8105)  0.50
H (1.5842, -2.1793, -2.3743)  0.18
H (3.2727, -0.3062, -3.4299)  0.43
H (3.3133, -0.5121, -1.6734)  0.16
H (3.0549, 1.6683, -2.8600)  0.30
H (2.2993, 1.4167, -1.4790)  0.11
H (1.0120, -0.2685, -0.4667)  -0.13
H (-0.3058, 0.9221, -0.9286)  -0.15
H (-3.2379, 1.9975, -0.0330)  0.31
H (-2.0096, 2.2542, -0.8175)  0.33
O (-2.6283, 2.7198, -0.2423)  -0.69
H (3.7025, 0.4073, 0.6492)  0.30
H (2.3430, 0.9410, 1.0694)  0.25
O (2.8463, 0.0804, 0.9462)  -0.63
H (-2.6662, -0.3456, 1.9553)  0.44
H (-1.5648, -0.5087, 0.3810)  0.25
O (-2.7107, 0.4086, 1.3377)  -0.81
H (-0.9283, 2.6410, 2.6232)  0.28
H (-1.8906, 0.9359, 1.5930)  0.62
O (-0.7363, 1.7152, 2.4364)  -0.67
H (1.8987, 3.1261, 1.8038)  0.09
H (0.2364, 1.8165, 2.0638)  0.31
O (1.5605, 2.2692, 1.5380)  -1.03
H (-0.4643, -4.2472, -1.0433)  0.29
H (-0.9529, -3.1780, 0.0715)  0.37
O (-1.2124, -3.8157, -0.6352)  -0.71
H (-1.3046, 0.1229, 3.2452)  0.42
H (-0.7987, -1.4787, 2.9639)  0.31
O (-1.4466, -0.8347, 3.2527)  -0.78
H (-0.8359, 4.2536, 0.0727)  0.29
H (0.4537, 3.5850, 0.6588)  0.36
O (-0.1275, 4.3693, 0.7100)  -0.65
H (0.7094, -3.5076, 0.9566)  0.28
H (0.4092, -1.9639, 1.1115)  0.38
O (0.2208, -2.8539, 1.4588)  -0.82
H (1.8658, 0.0041, 2.6863)  0.32
H (2.7579, -1.2840, 3.1964)  0.24
O (1.9264, -0.8282, 3.1470)  -0.61

The charge is -1. The value obtained for the orbital gap is 8.73 eV. For the total energy, the calculation gives -1147.48030 Ha.


8.
ORCA calculation (ωB97M-V with the def2-TZVPD basis set) on C34H49ClFeNOP2 as an isolated structure at a distorted geometry.

Each line ends with the Mulliken charge.
Cartesian coordinates (Å):
Fe (-1.2730, -0.8546, 0.0147)  0.37
C (4.3384, 1.1476, 3.0002)  -1.10
C (4.6255, 0.9720, 1.4660)  0.52
C (5.0373, 2.3539, 0.8353)  -1.56
P (3.1810, 0.2983, 0.4125)  0.44
C (3.9151, -0.9413, -0.8017)  0.55
C (3.3673, -0.5821, -2.1780)  -1.02
C (5.3957, -1.0879, -0.9086)  -1.67
C (2.4240, -0.8653, 1.5261)  0.35
C (3.2890, -1.8730, 2.1222)  0.00
C (2.7828, -2.8905, 2.9010)  -0.91
C (1.3598, -2.9967, 3.1259)  -0.55
C (0.5585, -2.0230, 2.6205)  0.42
C (1.0174, -1.0376, 1.7643)  -1.64
N (0.1084, -0.0900, 1.2054)  1.30
C (0.1701, 1.2648, 1.4898)  -1.16
C (0.6597, 1.7285, 2.7251)  -0.29
C (0.8851, 3.0790, 2.8539)  -0.45
C (0.7995, 3.9576, 1.7748)  -1.35
C (0.1655, 3.4987, 0.5924)  -0.23
C (-0.3475, 2.2199, 0.5313)  0.53
P (-1.4434, 1.5654, -0.8001)  0.77
C (-3.0903, 2.3125, -0.4344)  0.48
C (-3.1416, 3.8448, -0.4184)  -1.18
C (-4.1203, 1.6119, -1.3919)  -1.05
C (-0.9107, 2.2557, -2.4684)  0.95
C (-1.6764, 3.2935, -3.3336)  -1.69
C (0.6432, 2.5230, -2.5725)  -1.27
H (3.3179, 0.8149, 3.2110)  0.08
H (4.3882, 2.1966, 3.3377)  0.42
H (5.0516, 0.6440, 3.6509)  0.24
H (5.4443, 0.2384, 1.3083)  0.48
H (4.1158, 2.9596, 0.6577)  0.26
H (5.5887, 2.2962, -0.0970)  0.31
H (5.6680, 2.9053, 1.5521)  0.48
H (3.5813, -1.9092, -0.3909)  0.38
H (3.9341, 0.2808, -2.5364)  0.39
H (2.2887, -0.3657, -2.2543)  -0.20
H (3.6031, -1.4411, -2.8350)  0.47
H (5.9194, -0.1251, -1.1677)  0.24
H (5.6023, -1.7198, -1.7768)  0.52
H (5.8489, -1.5720, -0.0025)  0.29
H (4.3410, -1.8108, 1.9197)  0.29
H (3.4765, -3.6614, 3.2421)  0.39
H (0.9634, -3.9275, 3.6045)  0.34
H (-0.4679, -1.9859, 2.9770)  0.28
H (0.8488, 1.0644, 3.5830)  0.46
H (1.2599, 3.4367, 3.8311)  0.38
H (1.1408, 4.9875, 1.8307)  0.40
H (-0.0996, 4.2015, -0.2118)  0.40
H (-3.3312, 1.9669, 0.5974)  0.36
H (-3.5904, 4.2995, -1.3461)  0.28
H (-2.0873, 4.2116, -0.3170)  0.18
H (-3.7207, 4.1658, 0.4494)  0.41
H (-3.7785, 1.5984, -2.4545)  0.24
H (-5.1450, 2.0621, -1.4275)  0.41
H (-4.2596, 0.5540, -1.0427)  -0.07
H (-1.0257, 1.2633, -2.9896)  0.05
H (-1.3870, 4.3215, -3.0907)  0.33
H (-2.7835, 3.2132, -3.2991)  0.33
H (-1.4037, 3.0816, -4.3596)  0.51
H (0.8948, 3.5807, -2.3217)  0.30
H (1.0046, 2.3656, -3.6077)  0.42
H (1.1947, 1.8322, -1.9281)  0.13
C (-3.1822, -1.7674, 2.3494)  -0.64
C (-3.9304, -1.9263, 1.0215)  0.89
C (-5.4265, -1.6930, 1.0390)  -1.65
O (-3.2134, -1.0695, 0.0984)  -0.43
H (-3.6527, -1.0275, 3.0243)  0.40
H (-2.1131, -1.5534, 2.2282)  -0.55
H (-3.2196, -2.6814, 2.9776)  0.38
H (-3.7858, -2.9776, 0.7512)  -0.04
H (-5.7243, -0.9687, 1.8176)  0.33
H (-6.1142, -2.5603, 1.0992)  0.35
H (-5.7567, -1.1995, 0.1370)  0.40
Cl (-0.4149, -1.2416, -2.6688)  -0.11
C (-1.5042, -2.6282, -2.5429)  0.63
C (-2.2902, -2.9091, -3.6249)  -0.54
C (-3.3616, -3.8294, -3.4887)  -0.50
C (-3.3791, -4.6013, -2.2943)  -0.48
C (-2.4228, -4.4633, -1.3291)  -0.59
C (-1.4471, -3.4092, -1.3345)  0.50
C (-0.6693, -3.0056, -0.2239)  -1.60
H (-2.1432, -2.3618, -4.5747)  0.37
H (-4.1776, -3.9466, -4.2604)  0.33
H (-4.1565, -5.3466, -2.1188)  0.39
H (-2.3482, -5.2343, -0.5411)  0.37
H (0.4375, -2.9861, -0.2794)  0.57
H (-1.1205, -3.3211, 0.7882)  0.48

As for the expectation value of S²: 8.77. Its spin multiplicity is 6. The value obtained for the orbital gap (alpha / beta) is 8.06 / 6.51 eV. For the total energy, the calculation gives -3861.42674 Ha.